(1)
{
  "formula": "C36H42Br2Cl2GeN3OSeSn",
  "method": "ωB97M-V with the def2-TZVPD basis set",
  "symbols": ["Sn", "C", "C", "C", "C", "C", "C", "C", "C", "C", "C", "C", "C", "H", "H", "H", "H", "H", "H", "H", "H", "H", "H", "H", "H", "H", "H", "H", "H", "H", "H", "Br", "C", "C", "C", "N", "C", "C", "C", "C", "C", "Br", "C", "C", "N", "H", "H", "H", "H", "H", "H", "Cl", "C", "C", "C", "Cl", "C", "C", "C", "C", "N", "C", "C", "O", "H", "H", "H", "H", "C", "Ge", "C", "C", "C", "Se", "C", "H", "H", "H", "H", "H", "H", "H", "H", "H", "H", "H", "H", "H", "H"],
  "xyz": [[0.105696, 0.080930, -0.560796], [-1.532316, 4.120008, 0.341293], [-0.230988, 3.350316, 0.393897], [0.197249, 2.678996, 1.548683], [-0.612646, 2.636415, 2.823335], [1.459668, 2.059371, 1.574211], [1.889162, 1.333360, 2.825851], [2.310573, 2.142937, 0.464957], [3.735574, 1.646566, 0.554220], [1.841553, 2.729374, -0.720955], [2.737677, 2.760745, -1.936710], [0.575574, 3.325962, -0.755148], [0.108385, 3.971657, -2.040082], [-2.243550, 3.651850, -0.343954], [-1.355312, 5.138360, -0.004619], [-2.013573, 4.198805, 1.308756], [-0.120053, 3.227622, 3.598753], [-0.696762, 1.615271, 3.199932], [-1.617910, 3.024581, 2.707721], [1.971429, 2.018494, 3.672358], [2.839413, 0.825008, 2.701269], [1.152646, 0.572009, 3.092880], [3.794379, 0.564178, 0.404209], [4.160298, 1.876497, 1.528767], [4.366071, 2.123418, -0.189880], [3.453051, 3.583661, -1.858321], [2.177375, 2.904628, -2.856331], [3.299179, 1.833053, -2.036321], [-0.899127, 4.365518, -1.963282], [0.113795, 3.246983, -2.857330], [0.770308, 4.791907, -2.323402], [-6.584703, 2.741785, -0.279306], [-4.934251, 1.831381, -0.227734], [-4.162675, 1.859335, 0.922632], [-2.953411, 1.186318, 0.892716], [-2.516497, 0.518578, -0.166663], [-3.268282, 0.478320, -1.269375], [-4.493224, 1.132784, -1.339742], [-2.746921, -0.359609, -2.384333], [-3.335600, -0.388251, -3.642514], [-2.853477, -1.288830, -4.579946], [-3.640720, -1.360164, -6.292604], [-1.813711, -2.141632, -4.249862], [-1.267464, -2.016072, -2.984974], [-1.699967, -1.137626, -2.085530], [-4.490981, 2.392090, 1.803375], [-2.301935, 1.178934, 1.761680], [-5.107374, 1.098724, -2.226965], [-4.146829, 0.273918, -3.904459], [-1.435839, -2.873906, -4.948469], [-0.448612, -2.655084, -2.675640], [2.714505, -4.261801, -0.345093], [2.695856, -3.236428, -1.729198], [3.358067, -3.632672, -2.902812], [3.331903, -2.842136, -4.019381], [4.123499, -3.377310, -5.462946], [2.663965, -1.594399, -4.003906], [2.589272, -0.701428, -5.092157], [1.911335, 0.481832, -4.957324], [1.300050, 0.780016, -3.729910], [1.345265, -0.026350, -2.695126], [2.011746, -1.203024, -2.809688], [1.999220, -2.042728, -1.659800], [1.335986, -1.651689, -0.598355], [3.880465, -4.579079, -2.916039], [3.075523, -0.957293, -6.023820], [1.846121, 1.183662, -5.776744], [0.753188, 1.708808, -3.598855], [-0.437184, -4.524478, 4.099313], [0.031625, -2.743345, 4.785039], [1.937496, -2.356372, 4.502696], [-0.497141, -2.532441, 6.668304], [-0.945233, -1.406924, 3.653710], [-0.401367, -1.712391, 1.776517], [-2.043358, -2.578182, 1.196362], [0.095111, -5.294440, 4.657620], [-0.152641, -4.606875, 3.049542], [-1.506592, -4.714016, 4.196692], [2.551362, -3.155750, 4.917340], [2.224962, -1.420700, 4.983367], [2.143993, -2.283852, 3.433786], [-0.011811, -3.302984, 7.267569], [-1.575417, -2.638195, 6.784131], [-0.195407, -1.559083, 7.053867], [-0.666071, -0.389971, 3.927930], [-2.029827, -1.492573, 3.702393], [-2.159769, -3.511614, 1.740968], [-1.942776, -2.772372, 0.131095], [-2.890232, -1.920893, 1.376696]],
  "forces_ev_per_angstrom": [[0.225, 0.192, -0.069], [0.086, -0.057, 0.023], [0.004, -0.042, 0.111], [0.006, 0.087, -0.076], [0.080, 0.108, -0.056], [0.013, 0.028, -0.041], [-0.015, 0.015, -0.112], [-0.005, 0.060, -0.016], [-0.152, -0.054, -0.048], [0.074, 0.088, 0.070], [0.038, 0.165, 0.121], [0.071, -0.053, -0.043], [0.025, -0.006, 0.129], [-0.007, 0.065, -0.019], [-0.029, 0.003, -0.022], [-0.020, 0.011, 0.029], [-0.023, -0.045, 0.054], [0.022, 0.054, 0.027], [-0.009, 0.043, 0.026], [0.011, -0.031, 0.034], [0.005, -0.005, 0.031], [0.035, 0.025, 0.050], [0.064, -0.005, 0.022], [0.035, -0.040, 0.002], [0.026, -0.018, -0.008], [0.043, -0.015, -0.025], [0.164, 0.149, 0.136], [0.042, 0.054, -0.023], [0.008, 0.007, -0.044], [-0.087, 0.212, 0.038], [-0.023, 0.005, -0.061], [0.148, -0.097, -0.013], [-0.058, 0.073, 0.062], [-0.080, -0.001, -0.084], [-0.014, -0.074, 0.084], [-0.296, -0.175, -0.110], [-0.136, 0.225, 0.220], [-0.007, 0.041, -0.112], [-0.015, -0.107, -0.107], [0.003, 0.018, 0.012], [-0.077, 0.025, -0.126], [0.117, 0.012, 0.194], [-0.038, -0.012, -0.016], [0.065, -0.052, -0.118], [0.282, 0.051, 0.249], [0.016, -0.017, 0.021], [-0.096, -0.055, -0.117], [-0.011, -0.019, 0.004], [-0.030, -0.026, 0.027], [-0.006, 0.004, 0.006], [0.063, 0.032, -0.012], [0.027, -0.046, -0.005], [-0.201, 0.249, 0.033], [0.003, 0.064, -0.177], [0.057, -0.135, 0.150], [0.027, 0.013, -0.027], [-0.110, 0.128, 0.128], [0.000, 0.101, -0.015], [0.063, -0.060, -0.007], [-0.216, -0.120, -0.150], [-0.084, -0.171, -0.375], [0.281, -0.275, -0.289], [0.119, -0.008, -0.041], [-0.377, 0.058, 0.269], [-0.002, 0.001, -0.019], [-0.012, -0.011, -0.004], [-0.014, 0.004, 0.011], [-0.001, -0.286, -0.112], [0.075, 0.207, 0.083], [-0.112, 0.081, -0.055], [-0.216, -0.069, 0.055], [0.094, -0.043, -0.274], [0.253, -0.116, -0.096], [-0.190, -0.373, 0.576], [0.079, 0.002, 0.009], [0.004, 0.005, 0.005], [-0.004, -0.008, 0.011], [-0.002, 0.013, 0.005], [0.011, 0.006, -0.006], [-0.023, 0.007, 0.008], [0.026, -0.025, 0.010], [-0.003, 0.007, 0.012], [-0.002, 0.001, -0.008], [-0.006, 0.010, -0.012], [-0.036, -0.036, 0.040], [-0.010, -0.001, 0.008], [0.002, -0.014, -0.018], [-0.031, -0.026, 0.010], [-0.005, 0.021, -0.034]],
  "mulliken_charge": [0.891, -2.532, 1.557, 1.440, -2.160, 1.183, -1.569, 0.900, -2.452, 1.406, -2.595, 0.998, -2.230, 0.360, 0.580, 0.358, 0.564, 0.067, 0.296, 0.352, 0.480, -0.157, 0.321, 0.547, 0.486, 0.479, 0.579, 0.404, 0.498, 0.263, 0.346, -0.128, -0.447, -0.884, -0.516, 0.814, 0.603, -0.857, 0.467, -1.052, -0.175, -0.119, -0.986, -0.336, 0.675, 0.551, 0.375, 0.464, 0.496, 0.512, 0.492, -0.209, 0.375, -0.537, 0.669, -0.247, 0.072, -1.081, -1.330, -0.510, 0.822, 0.233, -0.573, -0.201, 0.481, 0.472, 0.526, 0.382, -1.169, 0.552, -1.099, -1.188, -1.070, 0.241, -1.049, 0.394, 0.356, 0.340, 0.461, 0.308, 0.253, 0.368, 0.381, 0.362, 0.093, 0.615, 0.482, 0.157, 0.261],
  "lumo_ev": -3.22,
  "gap_ev": 7.074,
  "total_charge": 1
}

---

(2)
{
  "formula": "C36H42F12MnN8O14S4",
  "method": "ωB97M-V with the def2-TZVPD basis set",
  "symbols": ["Mn", "C", "F", "F", "F", "S", "O", "O", "N", "S", "O", "O", "C", "F", "F", "F", "C", "F", "F", "F", "S", "O", "O", "N", "S", "O", "O", "C", "F", "F", "F", "C", "C", "C", "O", "C", "O", "O", "H", "H", "H", "H", "H", "H", "C", "C", "C", "O", "C", "O", "O", "H", "H", "H", "H", "H", "H", "N", "C", "C", "C", "C", "H", "H", "H", "H", "H", "N", "C", "C", "C", "C", "H", "H", "H", "H", "H", "N", "C", "C", "C", "C", "H", "H", "H", "H", "H", "N", "C", "C", "C", "C", "H", "H", "H", "H", "H", "N", "C", "C", "C", "C", "H", "H", "H", "H", "H", "N", "C", "C", "C", "C", "H", "H", "H", "H", "H"],
  "xyz": [[30.767280, -29.416620, -16.759840], [28.625670, -27.151210, -13.808100], [29.915300, -26.761990, -13.451770], [28.423330, -28.448330, -13.373570], [27.712620, -26.321050, -13.335890], [28.579600, -27.416600, -15.812310], [28.065540, -28.744360, -16.074670], [27.652720, -26.370650, -16.304320], [30.251890, -27.450130, -16.323620], [30.488840, -25.994250, -16.671460], [30.308310, -25.740440, -18.119990], [29.873190, -24.954370, -15.797590], [32.381000, -25.838490, -16.299260], [33.161070, -26.843820, -16.799990], [32.873860, -24.782800, -16.875370], [32.662870, -25.698650, -14.956630], [33.621400, -32.200310, -16.155800], [33.963190, -30.954140, -15.722650], [34.762860, -32.979220, -16.161880], [32.684600, -32.772400, -15.349610], [33.043350, -31.849380, -17.907650], [34.237160, -31.902850, -18.744980], [32.090380, -32.940010, -18.104360], [32.275310, -30.227280, -17.739060], [32.962980, -29.407180, -18.871840], [32.272740, -28.138840, -18.762640], [34.466980, -29.349850, -18.926350], [32.461520, -30.364290, -20.577880], [32.031190, -29.395510, -21.373540], [33.410710, -31.092620, -21.216630], [31.383020, -31.182830, -20.348090], [37.870030, -28.810970, -15.628500], [36.793040, -28.359870, -14.581690], [35.249850, -28.590430, -14.878120], [34.852550, -29.330510, -13.706450], [35.885770, -29.446270, -12.846890], [35.704250, -29.884360, -11.710310], [37.057410, -29.086400, -13.331120], [37.927850, -29.899360, -15.615780], [38.881020, -28.446520, -15.446360], [37.624260, -28.612700, -16.671760], [36.846210, -27.271610, -14.550410], [34.993890, -28.942760, -15.877340], [34.843530, -27.583870, -14.778870], [31.491550, -28.654060, -10.294400], [32.410100, -29.424480, -11.323230], [32.092250, -30.862470, -11.564360], [31.588550, -31.067410, -12.855810], [31.742110, -29.882960, -13.508790], [31.554530, -29.604550, -14.726130], [32.093100, -28.919590, -12.615050], [31.518630, -27.564440, -10.285020], [31.730710, -28.844500, -9.248150], [30.429820, -28.788040, -10.501470], [33.491050, -29.286690, -11.297590], [31.322280, -31.191280, -10.866420], [32.979200, -31.468690, -11.380160], [24.469610, -25.760210, -13.643740], [23.064880, -25.695650, -13.878410], [22.584270, -26.972430, -14.156310], [23.695510, -27.816650, -14.151610], [24.836700, -27.060900, -13.726170], [25.044380, -24.933930, -13.560130], [22.673150, -24.689710, -13.846290], [21.566250, -27.217800, -14.420550], [23.766580, -28.856790, -14.433460], [25.834300, -27.434730, -13.548830], [29.376700, -25.246140, -21.118010], [28.530310, -24.598760, -21.936060], [28.711190, -24.935270, -23.220050], [29.694590, -25.960460, -23.254610], [30.229080, -25.997410, -21.958450], [29.390070, -25.040760, -20.129200], [27.899330, -23.835620, -21.504930], [28.164510, -24.507200, -24.047270], [30.028200, -26.488750, -24.135530], [31.006140, -26.545580, -21.446500], [26.540470, -30.556990, -13.172710], [25.719070, -31.555430, -13.741370], [25.946340, -32.682180, -13.049710], [26.867140, -32.371770, -12.053680], [27.226600, -31.009340, -12.120600], [26.523500, -29.570300, -13.387810], [25.238870, -31.403600, -14.696750], [25.494160, -33.650560, -13.205210], [27.200250, -33.158650, -11.393190], [28.022760, -30.405680, -11.710570], [26.883390, -22.848150, -13.238480], [25.933530, -23.074470, -12.286390], [26.466020, -23.943430, -11.356700], [27.841810, -24.046870, -11.674090], [28.115120, -23.379130, -12.858570], [26.869990, -22.315750, -14.096660], [24.988470, -22.589060, -12.480380], [25.997790, -24.274810, -10.441630], [28.569240, -24.567500, -11.068960], [28.965350, -23.106980, -13.466390], [32.438130, -23.356210, -10.003340], [31.272640, -23.476030, -10.620430], [31.331840, -24.053980, -11.918130], [32.650260, -24.258870, -12.054360], [33.350780, -23.754930, -10.951510], [32.578290, -23.074050, -9.043730], [30.408040, -23.057730, -10.126590], [30.629830, -24.268410, -12.710340], [33.304820, -24.546660, -12.863770], [34.389160, -23.563480, -10.724510], [27.465660, -21.399400, -19.347610], [28.007510, -22.588250, -18.884580], [27.041260, -23.295700, -18.194070], [25.816730, -22.665870, -18.320020], [26.056070, -21.538990, -19.156730], [27.981760, -20.611780, -19.712850], [29.027450, -22.804840, -19.166020], [27.252030, -24.244310, -17.722770], [24.812630, -22.822320, -17.954350], [25.403670, -20.889970, -19.722020]],
  "forces_ev_per_angstrom": [[-0.305, 0.638, 1.081], [2.090, -0.799, -0.649], [-2.694, -0.730, -0.391], [0.254, 2.041, 0.037], [1.329, -1.210, -0.769], [-3.753, 1.570, 0.084], [1.667, -0.565, 0.384], [2.789, -1.957, 0.940], [-3.860, -2.497, 2.146], [1.737, 7.985, -3.214], [0.745, -0.721, 2.757], [1.606, -2.834, -1.074], [1.348, -0.452, 0.600], [-1.208, -0.050, 1.122], [-0.525, 1.397, -0.535], [-0.913, -0.760, -1.356], [1.262, 0.281, 0.695], [-0.214, -1.459, 0.572], [-2.267, 1.245, -0.047], [1.453, 1.076, -1.302], [-0.192, -4.106, -0.059], [-2.041, 0.867, 1.534], [0.410, 2.346, 0.263], [1.939, -4.940, -0.036], [4.939, 2.699, -3.049], [-0.523, -0.673, -0.833], [-4.432, -0.047, 0.458], [-0.704, -0.359, -0.306], [0.410, -0.071, 0.012], [-1.093, 1.315, 1.274], [1.300, 0.736, 0.159], [-0.884, -0.913, 0.325], [0.799, -0.472, -2.251], [1.797, 1.271, 0.997], [0.029, -0.053, -0.822], [-1.135, -1.538, 3.071], [0.418, 0.800, -2.321], [-0.581, 1.507, -1.265], [0.033, -0.152, 0.232], [-0.255, 0.268, 0.320], [-0.341, 0.562, 0.143], [0.598, -0.071, 1.169], [-0.001, -0.801, 0.484], [-0.530, -0.228, -0.078], [0.606, 0.078, -0.169], [-0.808, 1.599, -0.038], [-0.056, -2.009, 3.038], [0.319, 1.900, -2.721], [-0.177, 1.483, 0.131], [0.039, -1.392, 2.832], [-0.860, 0.017, -3.421], [0.887, 0.169, -0.809], [-0.076, -0.754, -0.095], [0.010, -0.827, 0.020], [-0.100, 0.189, 0.972], [-0.046, -0.193, -0.040], [-0.056, -0.180, -0.392], [-2.548, -0.544, -0.226], [1.851, 0.174, 0.185], [0.339, 1.619, -0.240], [2.455, 0.364, 1.148], [-1.504, -1.489, -1.411], [0.097, -0.330, 0.349], [-0.535, -0.312, -0.062], [0.109, 0.034, 0.067], [-0.243, -0.033, 0.293], [-0.240, 0.318, -0.120], [1.176, -0.264, -1.567], [-1.239, 1.730, 1.253], [-0.443, -0.732, -1.242], [1.238, 0.860, 1.302], [-1.346, -0.645, 0.856], [0.599, -0.481, -0.119], [-0.236, -0.090, -0.125], [0.001, -0.212, 0.006], [0.224, 0.055, 0.206], [0.021, -0.276, -0.461], [-1.571, 0.546, -1.701], [0.870, 2.236, -0.656], [-0.287, -0.655, 0.257], [1.281, 0.161, 1.593], [-0.079, -2.638, -0.076], [-0.206, -0.406, -0.391], [-0.251, 0.264, 0.303], [0.084, 0.108, -0.100], [0.357, 0.417, 0.310], [-0.302, -0.185, 0.446], [2.050, 0.207, -0.144], [-0.357, -0.241, -1.184], [0.127, 1.268, 0.135], [1.098, -0.283, -0.219], [-2.060, 0.211, 0.614], [-0.748, 0.132, 0.317], [-0.255, -0.379, 0.510], [-0.035, -0.084, -0.198], [0.017, -0.046, -0.094], [0.103, -0.479, 0.264], [0.875, -0.225, -1.723], [-4.457, -0.034, -0.566], [-1.362, 1.022, 2.172], [5.589, 0.598, 0.137], [0.650, -0.573, 0.716], [0.055, 0.115, -0.454], [-0.253, -0.313, -0.005], [-0.409, 0.182, 0.612], [-0.659, -0.319, -0.454], [0.096, -0.543, -0.384], [-2.451, -2.297, 0.081], [0.177, 1.083, 0.344], [1.756, -1.171, -0.075], [-0.605, 3.220, -2.346], [1.462, 0.052, 1.015], [-0.357, -0.374, -0.267], [0.083, -0.120, 0.616], [-0.084, 0.025, 0.077], [0.243, -0.659, 0.033], [-0.146, 0.210, 0.585]],
  "mulliken_spin": [4.773, 0.005, 0.004, 0.000, -0.002, 0.079, 0.015, -0.001, -0.118, 0.083, -0.001, 0.004, -0.010, -0.004, -0.001, 0.000, 0.013, 0.007, 0.000, 0.000, 0.018, 0.008, 0.002, 0.018, 0.050, 0.019, 0.004, -0.001, 0.001, 0.000, 0.000, 0.000, 0.000, -0.002, 0.003, 0.000, 0.000, 0.000, 0.000, 0.000, 0.000, 0.000, 0.000, 0.000, 0.000, 0.001, 0.001, 0.000, 0.025, 0.003, 0.003, 0.000, 0.000, 0.000, 0.000, 0.000, 0.000, 0.000, 0.000, 0.000, 0.000, 0.000, 0.000, 0.000, 0.000, 0.000, 0.000, 0.000, 0.000, 0.000, 0.000, 0.000, 0.000, 0.000, 0.000, 0.000, 0.000, 0.000, 0.000, 0.000, 0.000, 0.000, 0.000, 0.000, 0.000, 0.000, 0.000, 0.000, 0.000, 0.000, 0.000, 0.000, 0.000, 0.000, 0.000, 0.000, 0.000, 0.000, 0.000, 0.000, 0.000, 0.000, 0.000, 0.000, 0.000, 0.000, 0.000, 0.000, 0.000, 0.000, 0.000, 0.000, 0.000, 0.000, 0.000, 0.000, 0.000],
  "lumo_ev": [-1.01, -1.80],
  "gap_ev": [6.673, 5.884],
  "multiplicity": 6,
  "s2": 8.75
}